# 1
{
  "formula": "C2H6ClN2",
  "method": "wB97M-V/def2-TZVPD",
  "charge": 1,
  "multiplicity": 1,
  "elements": ["C", "C", "N", "N", "Cl", "H", "H", "H", "H", "H", "H"],
  "positions_angstrom": [[-0.4403, 0.6648, -0.0479], [0.6464, -1.5193, 0.0681], [-0.6277, 1.9332, 0.0863], [0.6001, -0.0880, 0.0866], [-2.4528, -0.5209, -0.2287], [1.6211, -1.7373, -0.3578], [-0.1989, -1.8329, -0.6148], [0.5053, -2.0249, 0.9799], [0.1946, 2.3699, 0.4521], [-1.3998, 2.4685, -0.2973], [1.5519, 0.2870, -0.1266]]
}


# 2
{
  "formula": "C4H6O2",
  "method": "wB97M-V/def2-TZVPD",
  "multiplicity": 1,
  "elements": ["C", "C", "C", "C", "O", "O", "H", "H", "H", "H", "H", "H"],
  "positions_angstrom": [[-2.1653, 0.4129, 0.1575], [-0.8308, 0.0106, -0.1723], [1.9470, 0.7836, -0.0852], [1.1022, -0.2081, 0.0744], [3.3081, 0.6731, 0.0171], [1.4263, -1.5934, 0.1031], [-2.4055, 1.0109, 0.9893], [-2.9309, -0.2307, -0.1967], [-0.8246, -0.8121, -0.7714], [1.5680, 1.7958, -0.0348], [3.3107, -0.2217, 0.1878], [0.5520, -1.9189, -0.0911]]
}


# 3
{
  "formula": "C3H5NO2",
  "method": "wB97M-V/def2-TZVPD",
  "smiles": "C1=NOCCO1",
  "multiplicity": 1,
  "elements": ["C", "N", "O", "C", "C", "O", "H", "H", "H", "H", "H"],
  "positions_angstrom": [[-1.3374, -0.3131, 0.0213], [-1.0997, 0.8952, 0.2123], [0.2006, 1.3637, -0.1543], [1.3884, 0.3635, -0.0904], [0.8563, -0.9254, 0.3385], [-0.3782, -1.2110, -0.3691], [-2.3549, -0.6476, 0.1869], [1.9740, 0.7654, 0.7347], [1.7237, 0.3732, -1.0871], [0.7917, -1.0371, 1.4848], [1.5401, -1.6918, -0.2354]]
}


# 4
{
  "formula": "C5H14NO2",
  "method": "wB97M-V/def2-TZVPD",
  "charge": 1,
  "multiplicity": 1,
  "elements": ["C", "O", "C", "C", "C", "C", "N", "H", "H", "H", "H", "H", "H", "H", "H", "H", "H", "H", "H", "H", "H", "O"],
  "positions_angstrom": [[0.7207, -1.8249, -1.5700], [0.8752, -1.6588, -0.1326], [-0.3801, -0.9221, -2.1320], [-0.6526, 0.4737, -1.5380], [-0.1636, 0.8145, -0.1716], [-1.0645, 1.3916, 0.6017], [-0.7639, 1.7249, 2.0314], [1.6716, -1.4230, -1.8299], [0.5918, -2.8989, -1.6918], [0.2854, -2.2771, 0.3429], [0.1287, -0.6681, -3.0913], [-1.2886, -1.5007, -2.2718], [-0.2142, 1.1970, -2.2336], [-1.7514, 0.6466, -1.6386], [0.9249, 0.6445, -0.0821], [-2.1075, 1.5026, 0.3982], [-1.6036, 1.6461, 2.6126], [-0.3475, 2.6186, 2.2841], [-0.0966, 1.0328, 2.4197], [1.3608, -0.7781, 2.1938], [2.2801, 0.1271, 3.0874], [1.5949, 0.1316, 2.4113]]
}


# 5
{
  "formula": "C3H9S2",
  "method": "wB97M-V/def2-TZVPD",
  "charge": -1,
  "multiplicity": 1,
  "elements": ["C", "S", "H", "H", "H", "C", "C", "S", "H", "H", "H", "H", "H", "H"],
  "positions_angstrom": [[2.2438, -1.4297, -0.7486], [2.8896, 0.2023, -0.2646], [2.0523, -1.9576, 0.1918], [1.2020, -1.3544, -1.0897], [2.8299, -1.9690, -1.4786], [-2.4007, 0.7041, 0.5825], [-0.9059, 0.5127, 0.2299], [-0.0060, 1.9499, -0.4884], [-2.8538, 1.5031, -0.0260], [-2.5397, 1.1316, 1.5790], [-3.0284, -0.1765, 0.4271], [-0.4416, 0.3908, 1.2115], [-0.8018, -0.3571, -0.4127], [1.7604, 0.8498, 0.2869]]
}


# 6
{
  "formula": "C11H10N3S",
  "method": "wB97M-V/def2-TZVPD",
  "charge": 1,
  "multiplicity": 1,
  "elements": ["C", "C", "C", "C", "C", "C", "C", "C", "C", "C", "C", "N", "N", "N", "S", "H", "H", "H", "H", "H", "H", "H", "H", "H", "H"],
  "positions_angstrom": [[-2.3038, 1.4954, 1.3732], [-0.9486, 1.5772, 1.7574], [-2.7149, 0.7136, 0.2785], [-0.0117, 0.6764, 1.2335], [4.2924, -0.6325, 1.3823], [4.7427, 0.6057, 0.9942], [-1.7623, -0.1166, -0.3445], [-0.4675, -0.2622, 0.2368], [-2.1710, -1.0854, -1.2283], [-1.2591, -1.9087, -1.8200], [0.0219, -1.9938, -1.2405], [2.6280, 0.0766, 0.0903], [3.1285, -0.9472, 0.7234], [0.3443, -1.2348, -0.1793], [3.6414, 1.3845, 0.0302], [-2.8425, 2.1654, 1.9885], [-0.6451, 2.3945, 2.3773], [-3.7260, 0.8709, -0.0581], [0.9766, 0.7464, 1.3842], [4.9105, -1.4014, 1.8981], [5.7087, 1.2054, 1.2704], [-3.3092, -1.0097, -1.4569], [-1.4936, -2.6843, -2.5297], [1.3195, -1.2471, 0.1966], [0.7471, -2.6831, -1.4659]]
}


These records have E values of -649.17378 -306.30460 -322.42928 -403.85082 -916.07287 -987.33029 Eh, in the order they appear.
These records have strongest force on any atom values of 4.37 6.09 4.40 2.71 2.39 4.90 eV/A, in the order they appear.
These records have molecular weight values of 93.54 86.09 87.08 120.17 109.24 216.29 g/mol, in the order they appear.